No. 1
{"formula": "C4H6S2", "method": "the ωB97M-V functional and the def2-TZVPD basis", "elements": ["C", "C", "C", "C", "H", "H", "H", "H", "H", "H", "S", "S"], "positions_angstrom": [[-1.255397, -0.320670, -1.615465], [-0.495742, -1.330948, -0.530489], [0.638742, -0.467331, 0.030681], [0.036088, 0.782675, 0.762013], [-0.677110, 0.323151, -2.478637], [-1.514627, 0.496848, -0.925635], [-2.162504, -0.793748, -2.119231], [-0.029213, -2.173065, -1.147763], [-1.214107, -1.884754, 0.182013], [0.917069, 1.470653, 1.040844], [2.145288, -0.455197, -0.557095], [-1.449141, 1.116356, 1.405093]], "forces_ev_per_a": [[0.208, 0.789, -0.211], [0.478, -1.387, -2.548], [-2.933, 1.241, -0.738], [2.021, 0.352, 1.993], [-0.582, -2.393, 2.136], [-0.875, -0.455, -0.911], [1.228, 0.556, 0.947], [-0.472, 1.067, 0.915], [0.941, 1.641, -0.875], [-1.457, -0.712, -0.595], [-0.297, -0.029, 0.738], [1.741, -0.669, -0.851]], "charge": 0, "energy_ha": -952.280052, "spin_multiplicity": 1}


No. 2
{"formula": "C6H10", "method": "the ωB97M-V functional and the def2-TZVPD basis", "elements": ["C", "C", "C", "C", "C", "C", "H", "H", "H", "H", "H", "H", "H", "H", "H", "H"], "positions_angstrom": [[1.791140, -1.663059, -0.048043], [0.463416, -1.383813, -0.657976], [-0.099202, -0.092854, -0.621015], [0.741100, 0.954600, 0.045791], [-0.496555, 0.611382, 0.742770], [-1.737630, 1.488314, 0.628997], [1.867667, -1.207172, 0.905033], [2.129375, -2.672990, -0.193856], [1.846837, -0.944154, -0.933269], [-0.103598, -2.217781, -1.069898], [-0.696925, 0.073907, -1.516254], [0.799371, 1.914597, -0.473097], [-0.418309, -0.024494, 1.615693], [-1.557669, 2.133676, -0.252263], [-1.918670, 2.141696, 1.477574], [-2.610348, 0.888146, 0.349814]], "forces_ev_per_a": [[-2.724, 0.233, -0.993], [-1.290, -0.866, 1.827], [0.806, -1.600, -1.474], [0.291, 0.285, 0.306], [0.281, 1.539, -0.023], [0.408, 0.075, -1.092], [0.895, 0.377, 0.426], [0.296, -0.082, -0.105], [2.577, 0.171, 0.242], [0.304, 0.101, -0.694], [-0.735, 0.408, 0.421], [-0.596, 0.033, 0.165], [-0.208, -0.456, -0.176], [-0.140, -0.094, 0.434], [-0.089, -0.222, 0.228], [-0.076, 0.100, 0.507]], "charge": 0, "energy_ha": -234.381201, "spin_multiplicity": 1}


No. 3
{"formula": "C35H37GeN5O2ReS2", "method": "the ωB97M-V functional and the def2-TZVPD basis", "elements": ["Re", "O", "N", "C", "C", "C", "C", "C", "S", "H", "H", "H", "H", "C", "N", "C", "C", "S", "N", "C", "C", "H", "H", "H", "H", "H", "H", "H", "H", "H", "H", "H", "H", "N", "C", "O", "C", "C", "C", "N", "C", "C", "H", "H", "H", "H", "H", "H", "C", "Ge", "C", "C", "C", "C", "C", "C", "C", "C", "C", "C", "C", "C", "C", "C", "C", "C", "C", "C", "H", "H", "H", "H", "H", "H", "H", "H", "H", "H", "H", "H", "H", "H", "H"], "positions_angstrom": [[0.050127, 0.281896, -0.042376], [0.592399, -0.004938, 1.873744], [1.643638, 0.643858, 2.423743], [1.828594, 0.469949, 3.751201], [2.905201, 1.046321, 4.362151], [3.791736, 1.808464, 3.592017], [3.565891, 1.978803, 2.249154], [2.452541, 1.384446, 1.641566], [2.054942, 1.580161, -0.026533], [1.081600, -0.136230, 4.239831], [3.054389, 0.901789, 5.421050], [4.651657, 2.270218, 4.056272], [4.226211, 2.571786, 1.633537], [0.898946, 2.202029, -3.193947], [-0.041263, 1.290402, -3.836803], [-1.092981, 1.953387, -4.603449], [-0.044895, -0.025009, -3.614690], [0.552348, -0.743100, -2.139548], [-0.448439, -0.862111, -4.563354], [-0.811225, -2.255245, -4.306116], [-0.318477, -0.524484, -5.982945], [1.242923, 2.912329, -3.945940], [1.755463, 1.651322, -2.819753], [0.420685, 2.759356, -2.383700], [-1.509543, 2.746461, -3.977565], [-1.880823, 1.248489, -4.855592], [-0.696669, 2.403970, -5.514068], [-1.261548, -2.359347, -3.322919], [0.065817, -2.900661, -4.376887], [-1.535931, -2.553935, -5.061025], [0.335554, 0.334713, -6.104131], [-1.288356, -0.320042, -6.436670], [0.128922, -1.380522, -6.485971], [-3.937727, -5.639278, 1.232630], [-3.661744, -4.940120, 0.115756], [-3.960625, -5.275663, -1.008862], [-2.886743, -3.652722, 0.293162], [-1.802601, -3.518370, 1.147263], [-1.056674, -2.354031, 1.106923], [-1.349046, -1.342240, 0.280979], [-2.433261, -1.451828, -0.513198], [-3.210703, -2.585659, -0.540327], [-4.453914, -6.499824, 1.138407], [-3.786979, -5.268644, 2.153650], [-1.504575, -4.314618, 1.815062], [-0.191629, -2.220597, 1.742068], [-2.661894, -0.594743, -1.131644], [-4.052703, -2.658195, -1.213823], [-1.093995, 1.504647, -0.350683], [-2.356997, 3.045277, -0.368052], [-1.479542, 4.393230, -1.456978], [-2.076012, 4.882826, -2.614964], [-1.444841, 5.866140, -3.366038], [-0.216604, 6.364883, -2.960470], [0.382397, 5.887567, -1.801440], [-0.248411, 4.908554, -1.052416], [-3.942391, 2.285345, -1.193154], [-5.194085, 2.417624, -0.600978], [-6.313994, 1.851483, -1.194643], [-6.190326, 1.143138, -2.379500], [-4.945524, 1.003502, -2.979956], [-3.830573, 1.573280, -2.387183], [-2.563659, 3.592673, 1.477426], [-2.041199, 2.873905, 2.547300], [-2.228831, 3.313452, 3.848562], [-2.944382, 4.477340, 4.091814], [-3.468632, 5.202993, 3.031504], [-3.275056, 4.764941, 1.730843], [-3.039182, 4.500511, -2.935194], [-1.916951, 6.249713, -4.260649], [0.269869, 7.138042, -3.539742], [1.333423, 6.290393, -1.479186], [0.220684, 4.547679, -0.142666], [-5.302152, 2.961005, 0.330629], [-7.284444, 1.964180, -0.730943], [-7.064477, 0.703211, -2.839919], [-4.852676, 0.461856, -3.912507], [-2.860704, 1.471996, -2.868798], [-1.489585, 1.955082, 2.372464], [-1.823453, 2.747191, 4.677376], [-3.092731, 4.820349, 5.106537], [-4.024434, 6.111955, 3.217660], [-3.675608, 5.353043, 0.911753]], "forces_ev_per_a": [[0.073, -0.178, -0.174], [-0.206, 0.035, 0.018], [0.125, 0.113, -0.031], [0.097, 0.056, 0.048], [-0.058, -0.032, -0.039], [-0.009, -0.006, 0.038], [-0.086, -0.022, -0.065], [0.003, 0.021, 0.153], [0.017, -0.054, 0.103], [0.010, -0.014, 0.000], [-0.006, 0.004, 0.014], [0.015, 0.003, 0.005], [0.009, 0.001, -0.007], [-0.037, 0.084, 0.129], [-0.004, -0.159, 0.221], [0.026, 0.060, -0.201], [-0.119, 0.219, -0.001], [0.116, 0.003, -0.052], [-0.028, 0.083, 0.025], [-0.046, -0.072, 0.045], [-0.012, 0.030, -0.078], [0.002, 0.013, -0.004], [0.039, -0.020, -0.002], [0.068, -0.064, -0.114], [0.079, -0.034, -0.110], [0.027, 0.033, -0.022], [-0.014, -0.018, -0.025], [0.022, -0.005, -0.018], [-0.033, -0.004, 0.003], [0.006, -0.018, 0.008], [-0.027, -0.026, -0.008], [0.019, -0.001, -0.010], [-0.002, 0.009, -0.007], [0.037, -0.058, 0.058], [-0.021, 0.045, -0.060], [-0.020, 0.028, 0.032], [0.068, 0.038, -0.053], [-0.059, 0.039, 0.011], [0.053, -0.112, 0.088], [0.074, -0.002, 0.031], [-0.169, 0.010, 0.007], [0.074, 0.041, 0.044], [-0.011, 0.006, 0.003], [-0.014, 0.000, -0.002], [0.020, -0.013, -0.008], [0.002, -0.030, -0.018], [-0.001, -0.024, -0.035], [-0.008, -0.002, -0.015], [0.075, 0.043, -0.139], [-0.084, 0.143, 0.039], [-0.132, -0.118, 0.107], [-0.026, -0.043, -0.040], [-0.024, -0.001, -0.039], [0.032, 0.029, -0.020], [0.045, 0.034, -0.022], [0.022, -0.033, 0.101], [0.136, 0.011, 0.083], [0.011, 0.032, 0.085], [-0.041, -0.012, 0.003], [-0.033, -0.022, -0.033], [-0.026, -0.010, -0.013], [0.132, 0.004, -0.057], [-0.021, 0.006, -0.152], [0.036, -0.173, -0.021], [-0.018, 0.043, 0.079], [0.009, -0.011, -0.015], [0.001, 0.016, 0.045], [0.009, 0.050, -0.056], [-0.038, 0.016, 0.006], [-0.012, 0.013, -0.007], [0.007, 0.007, -0.009], [0.009, -0.002, 0.005], [0.000, 0.015, 0.024], [0.000, 0.000, 0.008], [-0.013, 0.001, 0.008], [-0.014, 0.000, -0.008], [-0.004, -0.021, -0.019], [-0.121, -0.039, 0.129], [-0.001, 0.007, -0.003], [0.003, 0.000, -0.003], [-0.004, 0.001, 0.014], [-0.001, 0.007, 0.001], [-0.008, 0.002, -0.003]], "charge": 2, "energy_ha": -4731.260426, "s2": 0.7640, "spin_multiplicity": 2}


No. 4
{"formula": "C19H42NOP3STb", "method": "the ωB97M-V functional and the def2-TZVPD basis", "elements": ["Tb", "P", "P", "P", "H", "C", "C", "H", "C", "C", "C", "C", "C", "C", "C", "C", "C", "H", "H", "H", "H", "H", "H", "H", "H", "H", "H", "H", "H", "H", "H", "H", "H", "H", "H", "H", "H", "H", "H", "H", "H", "H", "H", "H", "H", "H", "C", "C", "C", "C", "C", "C", "S", "H", "H", "H", "H", "H", "H", "C", "C", "N", "O", "H", "H", "H", "H", "H"], "positions_angstrom": [[0.429585, -0.631434, 0.189933], [-0.434854, 1.614298, 1.984816], [-2.402750, -0.800184, 0.149943], [2.647643, 1.017302, 0.455145], [1.373312, -2.218417, -4.470107], [2.186767, -1.895102, -3.813664], [2.480818, -2.748578, -2.633234], [1.813541, -3.565568, -2.348165], [-0.939148, 3.148266, 1.092486], [-1.881997, 1.501245, 3.111330], [0.688364, 2.353770, 3.242859], [-3.079729, -2.224783, -0.793695], [-3.613686, -0.832856, 1.535849], [-3.078115, 0.671850, -0.727136], [4.009687, 0.497695, -0.654764], [3.668169, 1.256026, 1.951776], [2.444778, 2.769961, -0.076359], [3.003059, -1.387729, -4.335479], [3.543614, -2.974754, -2.478863], [-1.112229, 3.938857, 1.836401], [-1.862667, 2.964395, 0.530461], [-0.155837, 3.461929, 0.394091], [-1.791187, 2.236380, 3.924130], [-1.892335, 0.502118, 3.563865], [-2.824337, 1.689594, 2.580839], [0.083851, 2.815571, 4.037476], [1.347782, 3.120398, 2.818881], [1.288033, 1.559697, 3.704223], [-4.145792, -2.324043, -0.551889], [-2.557689, -3.131727, -0.465238], [-2.953341, -2.139081, -1.880315], [-4.527952, -0.310209, 1.223953], [-3.241173, -0.333488, 2.431689], [-3.868720, -1.861292, 1.816167], [-3.913070, 0.358449, -1.369332], [-2.300885, 1.138044, -1.346338], [-3.441989, 1.414595, -0.000219], [4.674161, 1.358701, -0.786866], [3.629261, 0.168974, -1.634125], [4.550664, -0.340404, -0.198040], [4.487747, 1.936248, 1.687645], [4.081664, 0.288063, 2.256790], [3.092808, 1.676214, 2.779907], [3.421471, 3.124866, -0.425803], [2.095582, 3.402366, 0.747521], [1.720002, 2.810757, -0.895699], [0.196307, -0.578493, -3.012629], [0.172907, 0.785853, -3.390344], [-0.679010, 1.133100, -4.448617], [-1.514460, 0.166294, -5.012153], [-1.670052, -1.088581, -4.413273], [-0.797099, -1.483562, -3.402163], [1.716470, -1.056428, -2.260607], [0.102673, 0.931415, -1.389965], [1.022399, 1.423887, -3.144453], [-0.703281, 2.169996, -4.777963], [-2.069703, 0.380883, -5.932935], [-2.457720, -1.746547, -4.772675], [-0.879074, -2.470097, -2.952082], [0.707993, -2.158936, 4.214004], [0.196947, -2.518862, 2.876861], [-0.828123, -3.365200, 2.767759], [0.700655, -2.038584, 1.794939], [0.790157, -3.054084, 4.844067], [0.020571, -1.450796, 4.709516], [1.685538, -1.677867, 4.114137], [-1.221916, -3.565240, 1.849907], [-1.235054, -3.815135, 3.575816]], "forces_ev_per_a": [[-0.869, 1.428, -0.081], [-0.493, 1.483, 0.441], [-1.817, 0.367, -0.188], [1.234, 1.379, 0.118], [-0.115, 0.639, 0.522], [1.867, -1.566, -0.572], [-1.049, -1.112, -1.701], [0.125, 0.199, -0.452], [0.156, -0.195, -0.210], [-0.254, -0.473, 0.187], [0.443, -0.269, 0.225], [0.179, -0.194, -0.148], [0.166, -0.215, 0.659], [0.321, 0.192, -0.373], [-0.066, -0.334, -0.432], [-0.047, -0.279, 0.211], [-0.250, -0.236, -0.202], [-0.035, -0.293, 0.298], [-0.236, 0.920, 0.987], [0.016, -0.210, -0.209], [0.268, 0.109, 0.104], [-0.280, -0.019, 0.143], [-0.061, -0.204, -0.415], [-0.215, 0.271, 0.093], [0.266, -0.165, 0.154], [0.280, -0.062, -0.399], [-0.098, -0.281, 0.086], [-0.044, 0.297, 0.032], [0.257, -0.005, -0.183], [-0.223, -0.029, -0.092], [-0.046, 0.102, 0.341], [0.214, -0.267, -0.059], [-0.151, -0.205, -0.285], [0.043, 0.161, -0.115], [0.140, 0.103, 0.241], [-0.242, -0.077, 0.078], [0.134, -0.317, -0.238], [0.053, -0.338, 0.014], [0.529, 0.474, 0.439], [0.018, 0.209, -0.089], [-0.137, -0.166, 0.149], [0.022, 0.221, 0.046], [0.257, -0.077, -0.226], [-0.230, 0.055, 0.157], [0.122, -0.168, -0.205], [0.155, 0.124, 0.127], [-3.094, -0.277, -0.906], [0.967, -1.071, -1.951], [0.121, -0.163, 0.733], [-0.567, -0.204, -0.003], [-0.079, 0.455, -0.376], [0.382, 0.522, 0.325], [1.457, 1.242, -0.313], [0.472, -0.432, 2.345], [-0.579, 0.022, 0.139], [0.167, -0.300, -0.180], [0.057, 0.087, 0.567], [0.286, -0.040, 0.053], [0.185, -0.008, -0.223], [0.337, 0.227, 0.408], [-0.713, -0.718, -0.970], [0.564, 0.636, -0.178], [-0.460, -0.690, 1.289], [-0.012, 0.264, -0.077], [0.159, -0.299, -0.198], [-0.195, -0.173, 0.081], [0.230, -0.084, 0.449], [0.008, 0.026, 0.007]], "charge": 3, "energy_ha": -3124.795488, "s2": 12.7287, "spin_multiplicity": 7}


No. 5
{"formula": "C2H4N2S2", "method": "the ωB97M-V functional and the def2-TZVPD basis", "elements": ["C", "C", "N", "N", "S", "S", "H", "H", "H", "H"], "positions_angstrom": [[1.722234, -0.060272, 0.979570], [-1.630376, -0.214772, -0.465377], [1.536742, 1.098705, 0.483622], [0.680362, 1.344720, -0.380300], [1.054387, -1.433902, 0.019998], [-0.008481, -0.229282, -1.233007], [2.355087, -0.339137, 1.788646], [-1.497596, 0.624901, 0.223418], [-2.100822, -1.114207, -0.106362], [-2.111540, 0.323248, -1.310210]], "forces_ev_per_a": [[0.630, -0.558, -0.121], [0.159, 2.729, -1.316], [-0.954, -1.126, 1.201], [-0.120, 2.149, -2.014], [0.163, -0.185, -0.499], [0.742, -1.526, 1.360], [0.404, 0.147, 0.358], [-0.303, -0.581, 0.693], [0.128, -0.240, -0.135], [-0.850, -0.810, 0.470]], "charge": 0, "energy_ha": -984.372298, "spin_multiplicity": 1}